C26H24ClN4O7Sm | wB97M-V/def2-TZVPD

Geometry as ORCA input:
```
! RIJCOSX wB97M-V def2-TZVPD def2/J DEFGRID3
* xyz 0 6
Sm 0.5905 -0.1644 -0.4386
O 2.6836 -3.0737 1.8222
C 2.0324 -2.1452 2.2525
C 1.5287 -2.0071 3.6856
C 0.8991 -0.6141 3.7182
C 0.9237 -0.2122 2.2630
O 0.3441 0.7705 1.7485
N 1.6459 -1.0509 1.5023
H 2.3432 -2.1601 4.3905
H 0.7970 -2.7986 3.8516
H 1.5002 0.1093 4.2726
H -0.1158 -0.5651 4.1097
C -2.1155 -2.2296 2.3877
C -2.5634 -0.7865 2.3680
C -3.0938 -0.2169 3.5276
C -3.4113 1.1261 3.5937
Cl -4.0584 1.7839 5.0695
C -3.2037 1.9563 2.5047
C -2.6944 1.4033 1.3478
C -2.3948 0.0549 1.2799
O -1.8416 -0.3602 0.0672
C -2.3565 -1.5652 -0.5656
C -1.3031 -2.6609 -0.6117
O -1.6564 -3.8150 -0.5759
O -0.0796 -2.2001 -0.7028
H -2.0013 -2.5620 3.4192
H -1.1557 -2.3695 1.8861
H -2.8219 -2.9022 1.9013
H -3.2374 -0.8397 4.4028
H -3.4386 3.0104 2.5619
H -2.5254 2.0175 0.4712
H -2.5937 -1.2914 -1.5927
H -3.2543 -1.9048 -0.0624
C 5.3022 -3.5234 -1.0897
C 4.5040 -2.3068 -1.4289
C 4.7336 -1.2713 -2.3191
C 3.6290 -0.4210 -2.1981
N 2.7774 -0.9043 -1.2918
N 3.3257 -2.0581 -0.8524
C 3.3345 0.8505 -2.9327
H 6.3235 -3.4144 -1.4476
H 4.8719 -4.4125 -1.5522
H 5.3240 -3.6861 -0.0116
H 5.5880 -1.1505 -2.9660
H 2.9138 -2.5691 -0.0702
H 4.1357 1.0765 -3.6332
H 3.2325 1.6905 -2.2458
H 2.4055 0.7678 -3.4985
O 0.8555 2.1622 -0.8819
C -0.1071 2.0857 -1.6747
N -0.4790 0.9080 -2.2204
C -1.6460 1.1176 -2.9736
O -2.2873 0.2673 -3.5308
C -1.9711 2.5893 -2.9127
C -2.9944 3.3163 -3.4771
C -3.0297 4.6845 -3.2065
C -2.0711 5.2836 -2.3919
C -1.0447 4.5321 -1.8208
C -1.0226 3.1837 -2.1060
H -3.7373 2.8393 -4.1044
H -3.8159 5.2932 -3.6355
H -2.1261 6.3479 -2.1993
H -0.2964 4.9849 -1.1823
*
```

relative energy (zero: lowest compared OMol25 entry of this formula, charge and spin): 0.0 kJ/mol
E_HOMO (alpha / beta): -0.3332 / -0.3332 Eh

Just the natural (NBO) charges please, in e? Sure, here they are:
1. Sm 1.95
2. O -0.61
3. C 0.71
4. C -0.52
5. C -0.51
6. C 0.68
7. O -0.68
8. N -0.75
9. H 0.24
10. H 0.24
11. H 0.25
12. H 0.24
13. C -0.66
14. C 0.02
15. C -0.25
16. C -0.02
17. Cl 0.00
18. C -0.22
19. C -0.21
20. C 0.27
21. O -0.57
22. C -0.19
23. C 0.77
24. O -0.61
25. O -0.83
26. H 0.22
27. H 0.22
28. H 0.24
29. H 0.23
30. H 0.23
31. H 0.23
32. H 0.24
33. H 0.21
34. C -0.65
35. C 0.21
36. C -0.35
37. C 0.20
38. N -0.40
39. N -0.31
40. C -0.66
41. H 0.23
42. H 0.24
43. H 0.24
44. H 0.23
45. H 0.46
46. H 0.23
47. H 0.24
48. H 0.23
49. O -0.66
50. C 0.65
51. N -0.76
52. C 0.68
53. O -0.54
54. C -0.06
55. C -0.20
56. C -0.19
57. C -0.20
58. C -0.16
59. C -0.16
60. H 0.24
61. H 0.22
62. H 0.22
63. H 0.23